A single C2H3ClO molecule, computed with ωB97M-V with the def2-TZVPD basis set.

Values from the calculation:
Total energy (eV): -16692.011
SMILES: CC(=O)Cl
HOMO (eV): -10.77
Total charge: 0
Frontier orbital gap (eV): 11.300

Each line ends with the Löwdin charge.
Atoms and positions in Å:
Cl (-2.095, -0.962, -0.019)  0.300
O (-0.937, 1.626, 0.099)  0.139
C (-0.642, 0.506, 0.041)  -0.640
H (1.015, -0.039, 0.989)  0.106
H (1.410, 0.254, -0.638)  0.100
C (0.612, -0.170, -0.014)  -0.108
H (0.639, -1.214, -0.458)  0.102